# 1
{"formula": "C14H41O7S6Tl", "method": "ωB97M-V with the def2-TZVPD basis set", "e_above_lowest_kj_mol": 533.71, "orbital_gap_ha": 0.044, "charge": 2, "e_homo_ha": -0.4397, "elements": ["Tl", "C", "C", "O", "H", "H", "H", "H", "H", "C", "S", "O", "C", "H", "H", "H", "H", "H", "H", "C", "S", "O", "C", "H", "H", "H", "H", "H", "H", "C", "S", "O", "C", "H", "H", "H", "H", "H", "H", "C", "S", "O", "C", "H", "H", "H", "H", "H", "H", "C", "S", "O", "C", "H", "H", "H", "H", "H", "H", "C", "S", "O", "C", "H", "H", "H", "H", "H", "H"], "coordinates": [[-14.0040, 1.1200, 16.1471], [-14.0682, -6.9831, 13.6708], [-13.7807, -5.6476, 12.9788], [-13.3246, -4.6705, 13.8907], [-13.3396, -7.2924, 14.4202], [-14.0444, -7.7973, 12.9466], [-15.1288, -7.0282, 13.9180], [-14.7051, -5.3098, 12.5104], [-12.9531, -5.8577, 12.3013], [-22.0967, -1.7567, 17.3542], [-20.9681, -1.5725, 15.8596], [-19.5951, -1.0588, 16.3105], [-20.7368, -3.3782, 15.4999], [-23.1578, -1.9587, 17.2077], [-22.0796, -0.7274, 17.7124], [-21.6531, -2.4051, 18.1098], [-19.9711, -3.8719, 16.0982], [-20.2568, -3.3037, 14.5241], [-21.5797, -4.0416, 15.3059], [-15.5439, 6.0441, 22.5351], [-15.1719, 4.2777, 22.6533], [-15.1963, 3.7521, 21.2474], [-13.3535, 4.4717, 23.1327], [-16.6326, 6.0436, 22.4821], [-15.0497, 6.4864, 21.6701], [-15.1804, 6.4938, 23.4591], [-13.3793, 5.0050, 24.0830], [-12.8109, 4.9864, 22.3397], [-12.8736, 3.4989, 23.2407], [-16.5713, -1.8832, 8.3178], [-16.2322, -0.1088, 8.7576], [-15.9637, -0.1716, 10.2714], [-14.6309, -0.1041, 7.8246], [-16.9872, -2.1032, 7.3345], [-17.0770, -2.4379, 9.1082], [-15.5765, -2.3267, 8.2758], [-14.6546, -0.3283, 6.7582], [-13.9184, -0.6830, 8.4122], [-14.1761, 0.8801, 7.7126], [-14.7354, -3.7377, 23.2718], [-15.6754, -3.9447, 21.7423], [-15.2232, -2.8366, 20.7595], [-14.8638, -5.4778, 21.1439], [-15.2949, -3.2069, 24.0421], [-13.9256, -3.0831, 22.9496], [-14.2853, -4.6291, 23.7087], [-15.3471, -5.7120, 20.1954], [-15.0378, -6.2789, 21.8622], [-13.7868, -5.4424, 20.9799], [-8.0950, -2.1647, 18.2375], [-8.4211, -1.2592, 19.8249], [-9.9345, -1.0922, 19.7959], [-7.9754, -2.7011, 20.9160], [-8.8922, -2.8994, 18.1242], [-7.1461, -2.6828, 18.0991], [-8.0950, -1.4783, 17.3908], [-8.2784, -2.5664, 21.9543], [-6.9027, -2.8331, 21.0571], [-8.3624, -3.7130, 20.7960], [-16.0936, 7.4856, 13.0620], [-16.8864, 7.5041, 14.7579], [-16.7245, 6.1035, 15.3356], [-15.7656, 8.7282, 15.6281], [-15.0165, 7.6251, 13.1543], [-16.5257, 8.0556, 12.2395], [-16.2011, 6.5033, 12.6020], [-15.8374, 9.6601, 15.0674], [-14.7467, 8.3409, 15.6214], [-16.2277, 8.8038, 16.6124]]}



# 2
{"formula": "C14H42ClN4O6", "method": "ωB97M-V with the def2-TZVPD basis set", "multiplicity": 2, "s_squared": 0.750, "orbital_gap_ha": [0.076, 0.213], "charge": -2, "e_homo_ha": [0.0899, -0.0488], "elements": ["N", "H", "H", "H", "H", "N", "H", "H", "H", "H", "O", "C", "C", "O", "H", "H", "H", "H", "Cl", "O", "O", "O", "O", "C", "C", "N", "C", "C", "C", "C", "H", "H", "H", "H", "H", "H", "H", "H", "H", "H", "H", "H", "H", "H", "H", "C", "C", "N", "C", "C", "C", "C", "H", "H", "H", "H", "H", "H", "H", "H", "H", "H", "H", "H", "H", "H", "H"], "coordinates": [[-0.6546, -0.3851, -0.2384], [-0.5024, -1.3696, -0.4046], [-1.6464, -0.1979, -0.2753], [-0.0991, 0.2349, -0.8104], [-0.3479, -0.3226, 0.7219], [-1.2546, -3.5455, -3.3598], [-1.3235, -3.2386, -2.4000], [-1.0966, -2.8023, -4.0252], [-2.0122, -4.1580, -3.6263], [-0.4084, -4.0668, -3.1804], [0.8517, -5.4113, -2.3431], [1.1107, -4.8759, -1.0808], [0.0338, -4.1916, -0.1612], [-0.8748, -3.2023, -0.5905], [1.9495, -4.1800, -1.0977], [1.6531, -5.6847, -0.5912], [0.5359, -3.7692, 0.7092], [-0.5235, -5.0283, 0.2599], [-4.4141, -0.5137, -0.2391], [-3.7897, -1.0756, 0.9121], [-5.8148, -0.2794, 0.0298], [-3.7363, 0.6955, -0.5381], [-4.2524, -1.4396, -1.3273], [1.1626, 4.3185, -0.6776], [0.6080, 2.9190, -0.3017], [0.2389, 2.0678, -1.4427], [-1.0067, 2.5949, -1.9920], [-1.6548, 1.5791, -2.9123], [1.2815, 1.8101, -2.4580], [2.5652, 1.2564, -1.7911], [1.5336, 4.9921, 0.0950], [0.4286, 4.8421, -1.2900], [2.0683, 4.2114, -1.2747], [1.3261, 2.4281, 0.3552], [-0.2112, 3.0501, 0.4052], [-1.7639, 2.7976, -1.2346], [-0.8547, 3.5116, -2.5619], [-1.0253, 1.2600, -3.7430], [-1.9058, 0.6813, -2.3475], [-2.5432, 2.0060, -3.3777], [1.5710, 2.7341, -2.9586], [0.9083, 1.1535, -3.2439], [2.3350, 0.3963, -1.1623], [2.9982, 2.0361, -1.1645], [3.3046, 0.9158, -2.5159], [-1.6237, 1.4294, 2.7378], [-0.8191, 0.1389, 3.0428], [0.4724, 0.1481, 2.3477], [1.3537, 1.2728, 2.7095], [1.8982, 1.1996, 4.1000], [1.0970, -1.1900, 2.4182], [2.2314, -1.3937, 1.4645], [-1.2826, 2.2982, 3.3008], [-2.6427, 1.2807, 3.0951], [-1.5929, 1.6227, 1.6655], [-0.6971, 0.0100, 4.1183], [-1.4223, -0.7153, 2.7351], [2.1637, 1.2214, 1.9819], [0.8086, 2.2130, 2.6260], [2.5961, 2.0157, 4.2875], [1.1563, 1.3370, 4.8866], [2.4197, 0.2933, 4.4078], [0.3221, -1.9075, 2.1483], [1.3687, -1.5356, 3.4157], [2.6828, -2.3604, 1.6882], [3.0178, -0.6479, 1.5803], [1.7439, -1.4847, 0.4938]]}



# 3
{"formula": "C14H42FeO16", "method": "ωB97M-V with the def2-TZVPD basis set", "multiplicity": 5, "s_squared": 6.007, "orbital_gap_ha": [0.261, 0.257], "e_homo_ha": [-0.3139, -0.3136], "elements": ["Fe", "C", "C", "C", "O", "C", "C", "C", "O", "O", "O", "H", "H", "C", "C", "O", "H", "H", "H", "H", "H", "H", "C", "C", "O", "H", "H", "H", "H", "H", "H", "C", "C", "O", "H", "H", "H", "H", "H", "H", "C", "C", "O", "H", "H", "H", "H", "H", "H", "O", "H", "H", "O", "H", "H", "O", "H", "H", "O", "H", "H", "O", "H", "H", "O", "H", "H", "O", "H", "H", "O", "H", "H"], "coordinates": [[3.3460, 0.4881, 1.8014], [-0.6561, 0.1868, 0.7986], [-1.2854, -0.4201, -0.3333], [-0.4019, -0.8875, -1.4906], [-0.9207, -1.3391, -2.4831], [1.0141, -0.6812, -1.3805], [1.5635, -0.2521, -0.2272], [0.6834, 0.1887, 0.9412], [1.3103, 0.6283, 1.9868], [2.8563, -0.1284, -0.0387], [-2.5001, -0.4237, -0.4613], [-1.2681, 0.3969, 1.6712], [1.6418, -0.9698, -2.2120], [-2.7309, 4.6858, -1.7915], [-2.5107, 3.4615, -0.9221], [-2.3603, 2.3293, -1.7557], [-3.4496, 4.4217, -2.5706], [-1.7818, 4.9738, -2.2297], [-3.2342, 5.4492, -1.1998], [-3.3217, 3.3027, -0.1988], [-1.6011, 3.6202, -0.3154], [-2.3529, 1.5472, -1.1968], [5.8952, -1.9976, -0.1390], [5.8821, -0.5506, 0.2461], [5.2938, -0.3706, 1.5780], [4.8895, -2.4084, -0.2109], [6.4897, -2.5869, 0.5587], [6.3623, -2.0792, -1.1251], [5.2921, 0.0756, -0.4117], [6.8947, -0.1440, 0.2790], [6.0010, -0.4548, 2.2238], [-5.0681, -1.5571, -4.0390], [-4.0558, -0.4164, -3.9645], [-2.8391, -0.7629, -4.6115], [-5.5523, -1.5606, -5.0265], [-5.9093, -1.4237, -3.3548], [-4.5816, -2.5218, -3.9238], [-3.8502, -0.1668, -2.9187], [-4.4392, 0.4829, -4.4494], [-2.2490, -1.0816, -3.9208], [0.3146, -0.4620, 6.3673], [-0.9509, -0.7552, 5.6027], [-0.7309, -1.2779, 4.2946], [0.8079, -1.3550, 6.7455], [0.0052, 0.0891, 7.2655], [0.9574, 0.2043, 5.7938], [-1.5859, 0.1351, 5.5370], [-1.5548, -1.4869, 6.1423], [-0.4228, -0.5612, 3.7284], [2.2165, 0.5073, -4.6181], [2.8888, 0.7764, -3.9832], [2.4301, -0.4030, -4.8360], [4.2210, 0.3939, -2.5654], [3.7223, -0.1082, -1.8987], [5.0452, -0.0850, -2.6848], [-2.1702, -4.1317, -1.9455], [-1.7261, -3.3403, -2.2684], [-2.4697, -3.8994, -1.0624], [3.0660, -1.4320, 2.7677], [2.2333, -1.8872, 2.9384], [3.7702, -2.0673, 2.9223], [-4.7878, -2.6466, -0.5411], [-4.2005, -1.9413, -0.2503], [-5.6668, -2.3541, -0.2862], [3.8005, 2.3397, 0.8348], [3.8953, 2.4128, -0.1222], [4.1929, 3.1309, 1.2164], [-0.1925, 3.0476, 2.7757], [0.1380, 2.1718, 2.5381], [-1.0412, 3.1196, 2.3301], [-4.4510, 0.5917, 1.4358], [-4.3650, -0.2002, 1.9737], [-3.8848, 0.4201, 0.6706]]}



Number 1: E -3645.2130 a.u.. Number 2: E -1688.8253 a.u.. Number 3: E -3026.1608 a.u..